Entry 1:
The following is a quantum chemistry calculation of a cluster of 14 separate species, C52H120ClF15N8O20S5 in total in a non-equilibrium geometry, from the OMol25 dataset.

XYZ file:
```
221
Properties=species:S:1:pos:R:3:lowdin_charge:R:1
Cl 1.84 13.06 23.82 -0.110
S -9.18 12.98 23.33 0.439
S -5.20 17.52 18.73 0.446
S -0.88 15.27 28.57 0.501
S 1.22 19.17 21.90 0.485
S -4.35 19.40 24.95 0.518
F -7.50 11.34 22.31 0.067
F -2.40 13.93 26.71 0.066
F -9.01 12.01 20.92 0.181
F 3.88 19.72 22.13 0.090
F -1.42 12.62 28.29 0.109
F -7.10 15.90 19.94 0.140
F 3.24 17.92 23.14 0.105
F 2.64 19.93 23.90 0.128
F -7.60 17.95 20.00 0.126
F -5.59 20.60 22.87 0.149
F -5.29 21.98 24.43 0.135
F -5.84 17.10 21.06 0.102
F -6.83 20.45 24.75 0.073
F -0.20 13.54 26.80 0.085
F -7.34 13.32 21.52 0.094
O -8.32 12.87 24.45 -0.329
O -5.75 17.22 17.34 -0.378
O -5.13 18.20 24.90 -0.315
O -1.70 10.88 22.28 -0.188
O -1.59 16.36 27.88 -0.326
O -4.94 18.86 19.02 -0.244
O -9.66 14.32 23.01 -0.326
O 0.83 20.56 21.86 -0.296
O -1.43 15.04 29.89 -0.322
O 0.44 18.22 22.71 -0.337
O -10.25 11.97 23.41 -0.334
O 4.85 16.22 27.13 -0.194
O -3.64 12.93 17.51 -0.183
O -3.21 19.42 24.00 -0.356
O 1.49 18.64 20.60 -0.302
O -4.06 19.89 26.30 -0.330
O -5.89 13.76 29.83 -0.191
O 0.24 23.90 24.46 -0.193
O 0.55 15.34 28.48 -0.317
O -4.24 16.61 19.13 -0.304
N -2.40 15.42 23.17 -0.243
N 3.64 14.64 19.67 -0.283
N -1.37 21.67 23.46 0.248
N -6.88 18.48 28.49 -0.275
N 2.62 14.81 26.34 0.187
N -4.09 14.67 31.84 0.264
N 0.22 10.47 24.30 0.183
N -5.87 14.47 16.40 0.234
C -5.59 20.71 24.19 -0.590
C -8.49 18.45 26.74 -0.129
C 5.04 15.02 19.09 -0.073
C -6.89 13.20 29.00 -0.067
C -2.41 19.79 30.53 -0.101
C -1.28 15.84 21.15 -0.153
C -1.96 11.15 25.01 -0.028
C -5.53 13.78 24.69 -0.263
C -4.96 12.85 30.28 -0.226
C 1.42 16.81 25.58 -0.013
C 0.50 17.58 17.03 -0.095
C -2.67 15.94 21.76 -0.044
C -3.64 15.16 23.97 -0.124
C -4.65 14.21 15.60 -0.298
C 2.43 16.04 17.90 -0.164
C -0.70 14.58 21.76 -0.163
C -8.25 12.41 21.89 -0.694
C -6.07 14.92 25.53 -0.105
C -1.55 14.23 22.98 -0.136
C 1.11 24.87 23.86 -0.060
C 0.74 22.61 24.43 -0.226
C -3.36 13.92 16.58 -0.170
C 3.32 15.58 20.82 -0.090
C -3.85 13.48 18.83 -0.063
C 5.47 16.23 19.81 -0.135
C -4.76 14.25 23.46 -0.166
C 6.03 16.92 27.06 -0.113
C 3.65 17.00 26.94 -0.123
C -1.72 9.70 23.02 -0.212
C 0.91 16.29 17.72 -0.276
C -6.55 17.10 19.94 -0.663
C -8.29 19.87 27.24 -0.145
C -1.99 10.66 20.92 -0.062
C -0.50 21.79 24.70 -0.295
C -3.26 18.74 29.85 -0.245
C -7.28 17.67 27.27 -0.086
C 2.83 16.26 25.88 -0.283
C -4.76 19.14 29.70 -0.186
C -1.21 10.01 24.39 -0.301
C 2.83 19.16 22.84 -0.607
C 3.64 13.28 20.28 0.006
C 4.75 16.02 21.19 -0.119
C -0.22 20.41 25.27 -0.031
C -1.29 13.74 27.54 -0.567
C 2.62 14.69 18.63 -0.159
C -7.77 18.32 29.64 0.039
C -3.74 13.53 30.77 -0.306
C -2.63 12.69 31.32 -0.036
C -5.51 18.13 28.94 -0.163
C -1.58 16.42 23.96 0.027
C -6.95 19.90 27.99 -0.080
C -4.20 15.29 14.66 -0.044
H -3.31 14.07 29.96 0.102
H 1.68 14.44 19.06 0.115
H -2.91 11.97 32.08 0.102
H -7.63 13.93 28.71 0.087
H -2.66 13.44 15.89 0.128
H 2.70 13.12 20.76 0.070
H -4.81 20.08 29.19 0.104
H -1.98 17.43 23.74 0.100
H 5.97 17.80 27.67 0.092
H -5.58 17.09 29.31 0.141
H 3.82 12.57 19.45 0.125
H 1.35 17.88 25.40 0.070
H -5.42 12.29 31.07 0.130
H -9.44 17.92 26.92 0.131
H -4.95 17.97 28.01 0.134
H 2.97 13.88 17.96 0.148
H 0.78 16.71 26.46 0.072
H -4.52 13.36 22.79 0.127
H 0.55 15.39 17.20 0.105
H -4.16 16.09 24.11 0.112
H -4.89 15.24 13.79 0.103
H 0.70 25.85 24.15 0.107
H -5.37 15.41 26.25 0.081
H 2.94 14.94 21.61 0.086
H 1.96 14.90 27.16 0.118
H -1.08 22.42 25.38 0.159
H -2.13 21.00 23.51 0.097
H 0.39 11.39 23.85 -0.013
H -9.10 20.20 27.92 0.123
H -1.43 15.78 20.07 0.102
H 1.19 22.38 23.45 0.125
H 1.06 16.24 24.71 0.067
H -4.27 16.26 15.15 0.088
H -6.77 20.57 28.80 0.132
H -5.50 14.86 22.86 0.128
H 3.39 16.15 24.96 0.131
H -8.75 18.73 29.48 0.107
H -4.84 13.28 15.09 0.141
H 3.46 14.36 26.69 0.154
H -1.35 19.57 30.73 0.075
H 4.83 15.14 18.05 0.112
H -6.44 15.71 24.87 0.081
H 1.49 22.43 25.20 0.137
H -0.80 21.25 22.69 0.129
H 4.41 13.29 21.05 0.106
H 2.75 16.47 20.54 0.117
H 0.51 20.55 26.07 0.087
H -2.35 20.70 29.87 0.098
H 0.46 16.28 18.77 0.111
H -1.90 13.36 31.69 0.068
H -1.67 16.29 25.04 0.102
H -0.56 17.76 17.23 0.072
H -0.57 16.38 23.58 0.058
H -5.14 19.31 30.72 0.125
H -4.51 14.31 18.78 0.040
H -1.23 8.90 22.46 0.128
H -1.50 11.35 25.98 0.073
H -7.40 12.38 29.56 0.116
H -4.19 12.69 19.48 0.082
H -3.17 15.09 14.30 0.106
H -7.00 14.57 26.04 0.074
H 0.41 14.72 21.99 0.080
H -4.96 13.01 25.19 0.099
H 4.71 16.92 21.84 0.107
H -4.75 14.17 32.45 0.178
H -3.29 14.75 24.92 0.108
H -3.03 10.79 20.63 0.095
H -1.42 11.40 20.40 0.075
H -3.17 17.75 30.32 0.092
H -3.00 10.96 25.23 0.107
H 0.79 9.80 23.78 0.171
H 0.22 19.76 24.48 0.054
H -4.70 12.11 29.49 0.161
H -5.81 15.48 16.69 0.112
H 6.22 17.30 26.12 0.070
H -0.96 14.04 23.90 0.109
H -2.18 13.40 22.64 0.112
H -6.69 14.31 15.84 0.163
H 3.13 17.03 27.89 0.139
H 5.25 15.19 21.76 0.127
H -2.81 20.05 31.49 0.059
H -3.28 15.14 21.34 0.124
H -6.46 17.71 26.56 0.088
H -1.14 19.99 25.75 0.092
H -6.40 13.23 24.39 0.052
H 5.28 17.20 19.38 0.122
H 6.56 16.20 19.82 0.127
H 1.12 18.42 17.46 0.094
H -2.76 9.30 23.21 0.166
H 6.79 16.24 27.42 0.101
H 2.11 24.75 24.28 0.089
H -1.63 9.67 20.65 0.092
H 0.59 17.57 15.91 0.090
H 0.51 10.62 25.25 0.141
H -8.28 20.53 26.38 0.104
H -2.88 13.92 19.21 0.098
H -0.73 13.74 21.05 0.098
H -8.51 18.43 25.65 0.124
H 2.77 16.86 18.61 0.119
H -4.46 15.46 31.29 0.151
H -2.94 14.81 17.03 0.124
H -3.17 14.97 32.21 0.163
H -7.30 18.83 30.45 0.098
H -1.96 12.07 24.44 0.065
H -2.20 12.10 30.51 0.092
H 2.99 16.05 16.92 0.138
H -1.68 22.60 23.22 0.169
H -3.20 16.88 21.81 0.141
H 5.75 14.16 19.32 0.163
H -7.88 17.23 29.72 0.118
H 2.15 14.26 25.63 -0.050
H -5.99 13.89 17.23 0.160
H -0.68 16.73 21.32 0.086
H -2.83 18.50 28.85 0.102
H -1.19 9.11 25.01 0.166
H 1.17 24.74 22.78 0.087
H -6.13 20.06 27.25 0.120
H -7.51 16.61 27.50 0.138
H -6.44 12.85 28.08 0.087
H 3.89 17.98 26.49 0.143
```

E, Ha: -7944.7065
Total charge: +2
Highest occupied orbital energy, eV: -10.219
Gap between HOMO and LUMO, eV: 6.41

---

Entry 2:
The following is a quantum chemistry calculation of a cluster of 2 separate species, C9H12OS in total in a non-equilibrium geometry, from the OMol25 dataset.

XYZ file:
```
23
Properties=species:S:1:pos:R:3:lowdin_charge:R:1
S -1.29 -0.66 2.73 0.972
O 0.46 1.81 2.16 0.005
C -0.63 -1.56 0.40 -0.386
C -1.87 -2.23 2.26 -0.427
C -1.30 -2.67 1.13 -0.146
C 2.18 1.22 -0.80 0.003
C -0.02 -1.80 -0.94 -0.073
C -0.73 -0.40 1.11 -0.340
C 0.31 1.43 0.83 -0.440
C -0.60 2.17 -0.04 -0.074
C 1.59 0.90 0.33 -0.174
H -1.77 2.01 0.23 0.134
H -0.31 1.75 2.64 0.025
H 0.36 -0.74 -1.39 0.111
H 1.60 1.85 -1.49 0.060
H -0.49 1.67 -1.02 0.074
H 3.21 0.91 -1.18 0.096
H -1.39 -3.63 0.66 0.101
H -0.45 3.37 -0.08 0.139
H -0.76 -2.43 -1.49 0.084
H -2.34 -2.80 3.01 0.042
H 2.28 0.36 1.03 0.139
H 0.90 -2.41 -0.94 0.074
```

E, Ha: -823.4083
Highest occupied orbital energy, eV: -8.368
Gap between HOMO and LUMO, eV: 8.97

---

Entry 3:
The following is a quantum chemistry calculation of a structure of composition C30H31Cl2HfN5S2Si2 in a non-equilibrium geometry, from the OMol25 dataset.

XYZ file:
```
73
Properties=species:S:1:pos:R:3:lowdin_charge:R:1
Hf 10.23 8.73 11.53 1.318
Cl 11.01 6.43 10.82 0.773
Cl 7.10 8.34 7.25 0.748
S 16.54 12.32 9.14 1.107
S 8.11 8.26 10.38 0.663
Si 7.22 10.27 13.79 0.474
Si 9.92 11.97 13.78 0.532
N 9.79 7.76 13.40 -0.089
N 10.90 10.37 10.31 -0.033
N 12.48 8.84 11.94 -0.023
N 14.98 12.39 8.63 -0.181
N 16.38 11.21 10.34 -0.183
C 12.32 10.53 10.21 -0.112
C 13.23 8.12 12.83 -0.079
C 9.13 10.16 13.50 -0.337
C 13.13 9.77 11.16 -0.144
C 14.56 8.42 13.13 0.031
C 9.05 13.33 12.77 -0.176
C 14.50 10.04 11.36 -0.086
C 6.69 11.29 15.33 -0.174
C 10.52 9.07 15.21 -0.042
C 9.73 7.93 6.79 -0.065
C 10.68 12.08 8.65 -0.010
C 6.39 11.24 12.36 -0.188
C 8.72 8.02 7.76 -0.672
C 10.52 7.39 9.31 -0.610
C 15.20 9.42 12.37 0.079
C 11.17 8.00 15.81 0.017
C 10.13 11.16 9.52 -0.068
C 6.59 8.52 14.06 -0.169
C 9.16 7.70 9.09 -0.687
C 9.85 8.99 14.02 -0.504
C 11.51 7.53 8.29 -0.095
C 11.08 6.70 15.19 -0.026
C 9.56 12.74 15.50 -0.190
C 12.01 12.22 8.46 0.090
C 11.81 12.05 13.60 -0.167
C 10.37 6.68 14.00 -0.164
C 12.86 11.41 9.29 -0.069
C 11.12 7.84 7.01 -0.044
C 15.11 10.89 10.38 -0.306
C 14.27 11.54 9.38 -0.288
H 7.28 10.86 16.15 0.029
H 12.27 11.21 14.08 0.003
H 7.09 8.08 14.93 0.045
H 5.28 10.96 12.35 0.067
H 12.82 7.17 13.21 0.108
H 10.44 13.22 16.02 0.056
H 9.15 11.97 16.20 0.025
H 12.53 7.19 8.52 0.129
H 8.93 13.10 11.73 0.000
H 6.77 12.40 15.16 0.050
H 6.82 11.07 11.35 0.003
H 15.02 7.90 13.93 0.114
H 9.70 14.15 12.84 0.020
H 5.64 11.07 15.54 0.041
H 16.25 9.70 12.50 0.144
H 6.48 12.34 12.50 0.019
H 5.48 8.62 14.21 0.065
H 10.62 10.07 15.63 0.105
H 6.66 7.98 13.16 -0.016
H 9.92 12.55 8.00 0.145
H 8.03 13.67 13.05 0.051
H 12.34 12.98 13.96 0.074
H 11.61 5.81 15.52 0.127
H 9.07 11.11 9.56 0.110
H 8.85 13.54 15.33 0.014
H 10.32 5.78 13.39 0.102
H 12.38 12.93 7.77 0.134
H 12.06 11.93 12.55 -0.008
H 11.81 8.25 16.65 0.126
H 9.45 7.93 5.70 0.141
H 11.81 8.13 6.23 0.128
```

E, Ha: -3778.9219
Total charge: +2
Highest occupied orbital energy, eV: -13.385
Gap between HOMO and LUMO, eV: 5.92